No. 1
53
Properties=species:S:1:pos:R:3:forces:R:3:lowdin_charge:R:1 method="wB97M-V/def2-TZVPD" e_above_lowest_kj_mol=422.84 total_energy_ha=-1595.92887 e_homo_ev="-2.3718 / -2.1988" gap_ev="4.19 / 4.03" charge=-1
H -5.227079 1.207628 0.739234 0.04 0.01 0.01 0.021
H -5.141158 -0.336459 1.590692 -0.01 0.01 0.02 0.023
H 2.495171 -0.458928 -0.430107 0.20 -0.35 0.10 0.047
H -5.096328 -4.414710 0.666399 0.01 0.01 0.00 0.087
N 2.667529 0.792566 -3.353123 -0.17 0.18 0.07 0.196
C -4.039782 -4.169216 0.632132 -0.05 0.00 0.00 -0.140
H 2.255609 3.036361 -1.045179 0.06 -0.34 0.27 0.129
H 0.371154 1.828558 -1.377526 0.25 -0.21 -0.18 0.083
C -4.806273 0.197759 0.699852 0.01 -0.01 -0.10 -0.203
H 0.201706 0.875196 -2.823356 0.05 0.05 0.09 0.118
F -0.082762 -3.213019 0.508456 0.02 -1.17 -0.03 -0.058
H 2.430591 0.626558 2.256488 -0.07 -0.06 -0.03 0.128
H 4.658399 0.418934 1.478431 -0.01 -0.05 -0.06 0.108
C 4.192372 2.321636 -1.425579 0.03 -0.22 0.02 -0.164
C -3.094677 -5.180293 0.606471 0.08 -0.02 -0.02 -0.148
N -1.955268 -1.062984 0.561534 0.22 -0.84 -0.64 -0.213
H -2.945148 2.299774 2.181782 0.00 -0.01 0.01 0.021
C -2.323990 -2.380572 0.572170 -0.29 -0.22 0.12 -0.302
H -2.853496 0.908183 -1.810317 0.00 -0.01 0.00 0.019
Si -2.918665 0.361982 0.631395 0.64 0.26 0.33 0.368
H 4.349755 0.207629 -1.019487 -0.03 -0.03 0.03 0.091
H 4.732226 2.261658 -2.377856 0.07 0.01 0.05 0.105
H -1.333738 1.544108 2.085825 0.00 -0.09 0.03 -0.002
C 1.639653 1.997227 0.867477 0.16 0.18 -0.83 -0.650
H 4.264254 2.118363 1.399706 -0.05 0.06 -0.09 0.109
O 2.184394 3.136567 0.850555 0.09 0.04 0.15 -0.069
H -3.377916 -6.225082 0.619495 0.01 0.01 0.01 0.078
N 0.740225 1.563542 -2.320082 -0.56 0.27 0.31 0.205
N 2.764697 2.427221 -1.700942 -0.25 0.18 -0.28 0.097
H -5.222446 -0.299944 -0.179123 -0.03 0.01 0.00 0.019
H 4.482950 3.261595 -0.960610 -0.08 0.01 0.02 0.127
C -2.404788 1.346047 2.130456 -0.24 0.19 0.01 -0.184
H -0.959879 -5.532078 0.546042 0.03 0.02 0.01 0.103
H -1.498214 1.648075 -0.923666 -0.11 0.00 0.14 -0.032
H 2.595248 -1.250412 1.043401 -0.16 -0.19 0.08 0.090
C 4.054016 1.155387 0.935226 0.18 -0.18 0.06 -0.150
H 3.658706 0.832241 -3.492365 0.00 0.04 0.00 0.098
C -3.668446 -2.833909 0.616463 0.08 0.00 -0.03 -0.054
H -4.456249 -2.103024 0.639640 -0.02 0.07 0.00 0.050
C 2.052593 1.604130 -2.460880 0.59 -0.17 0.34 -0.449
Pt 0.068147 -0.670180 0.508523 -0.70 -0.66 2.14 0.877
H 2.129627 0.130205 -3.881170 0.04 -0.05 0.08 0.114
H -3.110038 2.369756 -0.842045 0.02 0.00 -0.01 0.025
H -2.605427 0.785075 3.045610 0.05 -0.03 0.00 0.030
O 0.471114 1.747077 0.519490 0.36 1.57 -0.32 -0.139
H 5.682020 1.169159 -0.445068 -0.01 0.02 -0.10 0.107
C 4.589467 1.150159 -0.515559 -0.12 0.15 0.17 -0.177
O 0.340340 -0.691022 2.496440 0.26 0.02 -1.84 -0.685
N 2.200443 -0.469602 0.538862 -0.67 1.26 -0.31 -0.075
C -1.756940 -4.799304 0.565432 -0.19 0.04 -0.01 -0.055
C 2.575840 0.806288 1.187553 0.43 0.05 0.31 -0.291
C -1.406724 -3.468241 0.550930 0.06 0.18 0.05 -0.253
C -2.562828 1.422321 -0.888109 -0.20 0.00 -0.18 -0.185

No. 2
51
Properties=species:S:1:pos:R:3:forces:R:3:lowdin_charge:R:1 method="wB97M-V/def2-TZVPD" total_energy_ha=-1446.09197 e_homo_ev=-7.1547 gap_ev=6.90
H -1.972734 -0.655901 0.211459 -0.01 0.06 -0.03 0.114
H -0.329434 4.047805 1.183128 -0.15 -0.34 -0.10 0.125
H -3.658984 -0.305918 0.398354 0.16 0.26 0.23 0.130
C 3.132083 -4.593628 -1.347478 -4.76 -3.20 1.99 -0.202
H -1.589457 4.859664 2.960789 0.19 -0.23 -0.22 0.121
H -1.999313 3.993044 0.597784 0.06 -0.20 0.12 0.135
C -1.744526 3.788508 2.764045 -0.14 0.21 -0.09 -0.225
C -2.903206 0.313650 -1.476914 0.19 -0.01 -0.23 -0.250
C 5.610368 -5.029275 -1.426144 0.37 -0.08 1.29 -0.134
C 6.457408 -3.738445 -0.782194 0.43 -0.21 6.79 -0.611
H -3.224557 2.106979 0.703502 0.31 0.01 0.01 0.112
H -1.072954 2.171731 -1.270375 -0.10 -0.13 0.16 0.116
H 1.508761 1.056422 -0.833024 -0.29 -0.01 0.02 0.130
C 0.503900 0.810876 -0.469585 0.10 -0.33 -0.90 -0.133
H -0.539945 1.024306 2.719910 0.05 0.21 -0.22 0.135
O 0.319398 -3.253639 0.024003 5.74 0.97 -4.29 -0.137
H -3.869454 3.861176 2.297162 0.01 -0.04 0.06 0.081
H -3.371011 2.444745 -1.509336 -0.05 0.09 -0.01 0.053
H 0.298424 2.938312 -0.479924 -0.40 -0.06 0.27 0.129
C -2.715959 0.125701 0.032877 0.16 -0.33 -0.22 -0.153
H -3.483450 4.014604 4.016261 0.05 -0.08 -0.22 0.083
H 3.632280 -5.532823 -3.540459 0.95 0.78 0.69 0.143
H -3.362319 -0.600080 -1.875315 0.19 0.11 0.17 0.124
H -2.602620 1.027045 1.950388 0.14 0.20 -0.19 0.118
C -3.204087 3.503448 3.087007 -0.21 -0.09 0.37 -0.106
H -3.820059 1.567186 -2.968164 -0.07 0.02 0.18 0.082
C -0.058424 1.387321 1.806065 -0.24 0.10 0.01 -0.090
C -1.298679 3.551955 1.315703 0.25 -0.55 0.29 -0.113
H -0.022802 -0.631320 1.050809 0.17 -0.01 -0.05 0.103
O 0.841300 -2.558742 -2.264192 3.67 -2.77 6.76 -0.247
H 5.331709 -5.718042 -0.510799 0.44 1.48 -1.71 0.148
C -2.461671 1.352075 0.914957 -0.03 -0.23 0.07 -0.096
H -1.097768 3.261890 3.473511 0.04 0.06 -0.19 0.110
H 0.110027 0.046410 -1.145405 0.14 -0.01 0.09 0.107
O 4.308391 -4.803656 -3.411425 -1.19 -1.45 -2.45 -0.039
N -1.095505 2.066808 0.898119 0.33 0.97 0.09 -0.170
O 6.633698 -3.556846 0.538440 -1.17 -1.21 -9.24 -0.114
H 6.260485 -5.676027 -2.155823 -1.24 1.67 1.21 0.147
N 4.415900 -4.421928 -2.127472 -0.49 -0.17 4.01 -0.190
O 2.665840 -3.394978 -0.579683 0.16 -2.64 -3.37 -0.011
H 0.701173 2.136428 2.057974 -0.32 0.07 -0.04 0.139
C -3.769825 1.496838 -1.877037 -0.15 -0.09 -0.11 -0.109
C -0.363291 2.062770 -0.453715 0.12 0.23 0.16 -0.083
H -4.790294 1.379459 -1.496371 0.09 0.12 -0.03 0.082
H 1.572691 0.057225 1.271493 -0.27 0.08 0.04 0.135
H -1.938051 0.384400 -1.981400 0.00 -0.07 0.02 0.093
I 7.232748 -2.314922 -2.316802 -0.55 -0.95 1.15 0.699
H -3.386869 2.441708 3.255572 -0.12 0.10 -0.08 0.063
C 0.550613 0.293425 0.956272 0.01 -0.64 0.41 -0.144
C 1.261092 -3.082917 -0.940295 -7.69 1.57 -1.24 -0.438
O 2.398960 -5.704823 -1.246253 5.15 6.74 -1.41 0.040

No. 3
47
Properties=species:S:1:pos:R:3:forces:R:3:lowdin_charge:R:1 method="wB97M-V/def2-TZVPD" e_above_lowest_kj_mol=239.35 total_energy_ha=-902.46923 e_homo_ev=-9.5262 gap_ev=10.25 smiles="CC(C)CN(C#N)NC(=O)O[C@@H](C)CC1CCCCC1"
C 1.317445 -5.701569 0.372916 -0.42 -1.67 -0.84 -0.214
C 1.598220 6.191334 2.099481 1.18 -1.13 -0.29 -0.072
H 1.925755 -6.696062 -1.516945 0.12 0.07 0.36 0.106
C 1.654157 4.814891 2.775388 -1.14 0.47 0.68 -0.403
N 1.322913 1.974738 0.533703 0.17 0.07 -0.27 0.131
H -1.525581 -4.874427 -1.462278 -0.07 -0.51 -0.06 0.109
N 1.068082 3.380724 0.777178 -0.17 -1.96 1.21 -0.059
H 2.224346 6.851868 2.666707 0.59 0.50 0.12 0.064
H 1.922825 5.692952 4.799341 -0.54 -0.50 -0.33 0.088
H -0.822469 -3.470810 -2.136960 0.26 -0.02 0.23 0.101
H 1.331454 3.998504 4.793932 0.29 -0.34 0.21 0.065
H 0.292161 -4.726305 1.950497 -0.22 0.28 -0.46 0.118
H 0.692933 2.937415 2.826167 -0.08 0.03 -0.66 0.121
H 1.298970 -2.608765 -0.625192 0.40 0.07 -0.63 0.115
H -0.706341 -5.765587 0.959277 0.06 0.11 -0.05 0.118
C -0.140654 -1.291619 0.271385 -0.87 -0.60 0.37 -0.376
H -0.342261 4.184689 2.181056 -0.14 0.10 -0.29 0.133
H 1.565448 -6.545534 1.047638 0.17 0.44 -0.40 0.123
C 0.566256 -5.133612 -2.030159 -0.49 -0.41 0.15 -0.192
C 1.053100 -6.224928 -1.049893 0.34 0.34 -0.52 -0.191
H -0.493927 -1.033575 -1.813700 -0.04 0.32 0.05 0.096
O 0.880766 -0.294393 0.377920 0.51 1.72 0.37 0.028
H 0.621275 6.610675 2.166637 -0.95 0.18 -0.32 0.073
H -1.524507 0.032965 -0.776158 0.39 -0.64 0.01 0.102
H 1.145149 -2.751137 1.119373 -0.42 0.04 -0.91 0.138
C 1.272000 4.949542 4.286156 0.35 0.43 -0.75 -0.072
H 2.638006 4.380666 2.707262 0.54 -0.05 -0.10 0.127
C -1.048797 -0.968264 -0.868744 -0.04 0.70 -1.33 -0.035
C 0.610726 4.119370 -0.229515 -0.22 1.01 -1.83 -0.292
C 0.105759 -5.024065 0.901439 -1.49 0.59 0.32 -0.187
H 0.317422 -7.009960 -0.998075 -0.56 -0.34 0.05 0.101
N 0.348372 4.857884 -1.097697 0.16 -1.17 1.28 0.152
H -1.375451 -3.517291 0.385910 0.09 -0.09 0.03 0.131
C 0.678272 3.813184 2.159239 0.82 -0.74 0.50 -0.131
H 0.252364 -5.609233 -2.983759 0.20 0.27 0.49 0.116
H -1.833929 -1.701638 -0.970705 -0.36 -0.22 0.24 0.076
O -0.495048 1.108356 1.559034 -0.43 -0.39 0.04 0.111
H 2.158193 1.755839 0.005801 -0.14 0.36 0.14 0.152
H -0.804565 -1.267240 1.146105 0.63 -0.06 0.30 0.150
C -0.393775 -3.829310 0.010213 0.49 -0.62 0.02 -0.282
H 1.979138 6.123102 1.059893 -0.46 0.30 0.53 0.082
H 1.372259 -4.450910 -2.279438 0.36 0.06 0.01 0.101
C 0.566172 -2.642698 0.156496 0.09 0.31 1.72 -0.112
C -0.594457 -4.314983 -1.470087 -0.29 0.51 0.68 -0.165
H 0.221881 5.239758 4.364078 0.06 0.33 0.05 0.079
H 2.120657 -5.025774 0.320724 1.36 0.90 0.19 0.092
C 0.477261 0.914821 0.881920 -0.10 0.96 -0.26 -0.515

No. 4
49
Properties=species:S:1:pos:R:3:forces:R:3:lowdin_charge:R:1 method="wB97M-V/def2-TZVPD" e_above_lowest_kj_mol=214.37 total_energy_ha=-1149.91219 e_homo_ev="-9.9483 / -9.9485" gap_ev="6.42 / 6.42" charge=+1
H -2.839856 4.357054 -3.538804 -0.30 -0.25 0.00 0.078
C 3.893158 -2.377255 4.764261 -0.53 -0.33 0.25 -0.300
H 5.026759 -0.730283 5.565350 0.10 -0.28 -0.23 0.118
H -4.065262 -0.442812 -1.191971 1.21 -0.13 0.06 0.120
H 6.195355 -0.071352 3.570350 0.11 -0.09 -0.12 0.112
H 1.791872 -1.783393 -4.463283 0.08 -0.23 0.64 0.136
H -1.784460 1.902352 -1.264485 0.19 0.48 -1.69 0.079
H -0.117644 -0.741090 -3.792463 -0.09 -0.11 0.36 0.130
H -4.573835 0.691528 0.150584 -1.13 1.55 1.38 0.076
C -3.105158 -0.146855 -0.706186 -0.94 -0.08 0.38 -0.114
C -3.756700 4.026370 -3.028492 -0.06 0.52 -0.86 -0.059
C 1.665929 -1.503621 -1.424327 -0.12 0.24 2.11 -0.453
H 4.515785 -3.444520 3.093709 -0.83 0.23 0.28 0.095
C 1.390234 -2.244698 -3.543953 0.27 -0.48 -0.60 -0.088
C 0.086674 -1.586897 -3.117704 -0.75 0.30 -0.91 -0.127
C -3.869143 1.459729 -0.141413 -0.03 -0.39 -0.40 -0.069
H 3.820300 0.576513 3.702379 0.08 0.53 0.27 0.061
H 2.979557 -3.815514 3.576242 0.25 0.00 0.17 0.067
C -2.166691 2.315064 -2.235059 0.12 0.66 2.26 0.114
H -3.193957 1.884114 0.639006 -0.30 -0.65 -0.86 0.137
H 3.991766 -3.120503 5.577089 -0.09 0.40 -0.17 0.115
C -0.637934 -0.528433 -0.916793 0.39 0.10 1.64 -0.400
H -4.513838 3.840613 -3.803200 0.11 -0.15 0.25 0.087
H 6.028203 -2.089984 5.009333 -0.31 0.37 -0.19 0.122
H -0.749260 -2.300570 -3.220656 0.24 0.39 0.34 0.140
H -1.540990 2.573541 -3.095331 0.02 -0.22 0.57 0.094
H 5.644502 -1.458195 2.627616 -0.09 0.04 0.21 0.111
H -3.055238 -0.543351 0.325568 0.27 0.02 -0.76 0.117
Tl 1.642576 -1.200429 2.274638 0.18 -0.05 -0.19 1.031
C -5.779922 2.779175 -1.305852 -0.93 -0.01 -0.25 -0.038
C -3.426555 2.873172 -2.118693 0.56 0.21 -0.31 -0.303
O 2.325695 -2.073233 -2.436262 -1.45 0.17 -0.82 0.078
N 0.326766 -1.159513 -1.754706 1.29 -0.41 -0.53 0.078
C -4.335827 2.370455 -1.161458 0.44 0.06 0.19 -0.222
H 4.368188 0.519600 2.124412 -0.20 -0.51 1.19 0.101
C 5.141033 -1.477339 4.761317 -0.32 -0.37 -0.16 -0.187
C 5.362516 -0.766983 3.429276 0.09 0.40 0.03 -0.276
H -5.982820 3.830210 -1.010848 0.63 -0.39 0.08 0.105
O -0.331971 -0.359500 0.269116 -0.20 -0.04 -0.31 -0.090
N 4.158990 -0.036274 2.984067 0.11 -0.03 -1.37 -0.074
N 3.637640 -3.048403 3.474023 0.86 -0.16 -0.45 -0.074
C -1.929530 -0.197074 -1.466567 0.79 -0.48 -1.59 -0.128
H -6.203703 2.752944 -2.329589 0.59 -0.21 0.25 0.092
H 1.210070 -3.316584 -3.741399 0.52 0.43 0.29 0.135
H -4.080402 4.934990 -2.497710 -0.07 -0.51 0.22 0.095
H -6.462612 2.196017 -0.688823 0.23 -0.18 0.12 0.080
O 2.232209 -1.388693 -0.341715 -0.76 0.20 -0.98 -0.065
H -1.912489 -0.143593 -2.550335 -0.65 -0.44 0.10 0.085
H 2.980022 -1.786499 4.969739 0.42 -0.09 0.12 0.077

No. 5
50
Properties=species:S:1:pos:R:3:forces:R:3:lowdin_charge:R:1 method="wB97M-V/def2-TZVPD" e_above_lowest_kj_mol=274.73 total_energy_ha=-1087.25348 e_homo_ev=-8.8056 gap_ev=8.99 smiles="[H]/N=C(/N)CCNC(=O)C[C@H](N)C[C@@H](O)CNC(=O)/C=C/C=C/C"
H -6.554688 -7.073235 2.119755 -0.13 0.01 -0.02 0.073
H 5.422634 2.449763 -2.843809 -0.16 -0.59 -0.30 0.108
H -6.494947 -5.280115 -0.379263 0.05 0.06 -0.11 0.099
O -2.043539 1.850066 -0.001428 -0.12 1.36 0.20 -0.033
C 0.733063 1.360751 1.132089 0.80 -0.81 0.24 -0.401
C 0.026343 0.574861 0.030068 -0.70 0.60 0.40 -0.122
H 2.786493 1.792941 1.669663 -0.28 -0.08 -0.56 0.135
C -2.218915 -0.411870 -0.676805 1.46 -0.49 1.15 -0.096
C 2.207620 1.571788 0.743557 0.04 0.75 0.81 -0.077
H -1.692688 0.334995 1.335392 -0.10 -0.23 -0.37 0.130
H -8.034416 -6.448011 1.401610 -0.01 -0.06 -0.29 0.078
C 3.898459 3.734460 -1.990490 -1.31 -1.30 -0.80 -0.164
C -7.013678 -6.763200 1.176217 0.48 -0.62 0.32 -0.115
H 4.431042 2.547392 -0.262421 0.35 -0.05 -0.21 0.118
N 0.721742 0.589493 2.389294 0.79 -0.12 0.03 0.039
H 0.268807 2.337183 1.327755 0.14 -0.20 -0.10 0.137
H -4.800917 -5.544870 2.159919 0.31 -0.38 0.98 0.089
N 6.735158 5.127918 -1.447646 -1.56 0.52 -1.27 0.120
H 0.407739 -0.447858 0.073055 -0.11 -0.01 -0.10 0.116
C -5.100900 -5.139025 1.232915 -1.92 -0.21 -2.89 -0.096
H -2.869251 0.145693 -1.312291 -0.72 0.26 -0.25 0.117
C -1.505163 0.587460 0.278869 0.80 -0.73 -0.40 -0.365
C -4.331899 -4.002757 0.690533 0.79 -0.21 2.07 -0.077
H -2.882060 -4.082443 2.193638 0.17 0.34 0.10 0.114
O 1.500601 3.420170 -0.671127 -0.09 -0.70 0.51 0.051
H 6.196392 5.895489 -1.846911 0.55 -0.27 0.55 0.104
H -3.931091 -1.536925 -0.206622 0.21 0.00 0.13 0.127
H -0.230668 0.424520 2.677168 -0.01 -0.30 0.10 0.054
C 5.271696 3.485757 -2.620867 -0.33 1.21 -0.26 -0.133
C -3.247614 -3.504945 1.353056 -1.69 -0.79 -0.92 -0.003
H -4.738418 -3.543616 -0.177896 -0.11 0.35 -0.75 0.093
H 0.257729 1.028250 -0.936902 -0.26 -0.10 -0.15 0.126
N 6.959622 2.980645 -0.926177 -0.36 0.61 -0.23 0.084
C 2.404454 2.696810 -0.260557 -0.20 1.07 -1.39 -0.460
H 1.199150 -0.329490 2.269900 -0.76 0.96 0.03 0.098
H 2.598749 0.642118 0.337181 0.17 -0.10 -0.12 0.122
C -6.187445 -5.691970 0.573890 2.03 1.56 1.56 -0.140
H -1.553646 2.550573 0.480909 -0.36 -0.71 -0.50 0.102
H 3.131225 3.460656 -2.751998 0.38 0.12 0.59 0.131
C 6.304895 3.847432 -1.647974 3.08 -1.55 2.05 -0.538
C -2.437774 -2.363542 0.907937 2.59 0.63 -1.07 -0.469
N -2.940993 -1.486377 -0.010570 -1.44 -0.12 0.20 0.065
H 5.443017 4.090070 -3.540949 -0.56 -0.38 0.47 0.135
H -1.444842 -0.845062 -1.314571 -0.04 -0.13 -0.03 0.124
H 6.807471 1.999872 -1.129427 -0.48 0.13 -0.28 0.029
O -1.231522 -2.276534 1.213824 -1.37 -0.13 0.18 0.024
N 3.651979 2.865768 -0.814592 0.29 0.00 0.03 0.066
H 3.725031 4.784243 -1.822204 0.07 0.45 0.53 0.110
H -7.001054 -7.648979 0.530415 -0.39 0.12 0.04 0.079
H 7.397019 5.243688 -0.705111 0.00 0.25 0.11 0.094